Record 1
# C16H42N4O14

A structure of composition C16H42N4O14 at a distorted geometry (the ωB97M-V functional and the def2-TZVPD basis, the OMol25 dataset).

Each line ends with the Löwdin charge.
Atoms and positions in Å:
O  2.095  -2.891  -20.905  -0.105
O  1.073  0.861  -19.661  0.080
O  2.343  -6.198  -22.321  -0.189
O  4.460  2.092  -18.961  -0.163
O  4.444  -0.849  -19.858  -0.284
O  7.054  1.068  -18.328  -0.015
O  0.876  -1.128  -18.847  0.062
O  5.245  -3.296  -22.693  -0.335
O  6.907  -1.931  -21.507  -0.001
O  5.565  -2.439  -19.055  0.064
O  8.237  -0.055  -16.866  0.077
O  5.585  1.812  -21.934  -0.246
O  7.550  -5.379  -23.062  -0.144
O  7.168  -0.715  -19.679  -0.073
N  5.039  -1.843  -19.993  -0.328
N  7.307  0.065  -17.690  -0.341
N  1.532  -0.151  -19.128  -0.365
N  7.172  -0.908  -20.924  -0.207
C  5.140  1.033  -19.614  -0.223
C  4.727  2.035  -17.580  -0.099
C  6.179  -5.532  -23.164  -0.187
C  6.420  -1.079  -17.961  -0.096
C  2.646  -2.070  -19.922  -0.143
C  5.702  3.267  -21.650  0.015
C  3.064  -0.156  -19.097  -0.105
C  4.386  -3.101  -23.856  0.042
C  2.490  -4.260  -20.872  -0.178
C  7.416  0.330  -21.839  0.124
C  5.265  -4.614  -22.294  -0.183
C  2.009  -6.875  -23.559  -0.066
C  4.691  1.149  -21.135  -0.145
C  8.036  -4.080  -23.406  -0.073
C  5.057  -2.360  -21.366  -0.194
C  1.923  -4.883  -22.078  -0.235
H  2.223  -7.943  -23.505  0.089
H  4.916  0.055  -19.189  -0.009
H  6.541  3.534  -22.292  0.092
H  5.831  -0.818  -18.840  0.055
H  6.201  1.283  -19.611  0.097
H  5.984  -6.566  -22.879  0.137
H  4.856  3.722  -22.164  0.096
H  3.401  0.806  -18.710  0.113
H  3.667  1.521  -21.115  0.150
H  2.090  -4.239  -22.942  0.101
H  9.081  -4.188  -23.699  0.091
H  4.252  -5.008  -22.363  0.101
H  5.812  -5.446  -24.187  0.116
H  2.514  -6.430  -24.417  0.078
H  3.571  -4.398  -20.888  0.098
H  0.959  -6.794  -23.842  0.082
H  5.523  2.725  -17.302  0.099
H  5.043  -3.488  -24.636  0.098
H  3.397  -3.557  -23.861  0.089
H  3.400  -0.940  -18.418  0.171
H  3.894  2.338  -16.946  0.097
H  3.438  -0.294  -20.112  0.044
H  6.909  0.047  -22.762  0.107
H  5.442  -1.627  -22.076  0.140
H  0.836  -4.931  -22.009  0.138
H  6.786  1.153  -21.500  0.015
H  8.484  0.531  -21.919  0.113
H  2.063  -4.711  -19.977  0.147
H  2.487  -0.994  -19.988  0.025
H  7.647  -3.501  -24.244  0.095
H  5.581  -4.831  -21.274  0.164
H  2.203  -2.369  -18.972  0.125
H  4.918  1.048  -17.159  0.092
H  7.969  -3.556  -22.453  0.078
H  5.835  3.580  -20.614  0.101
H  3.718  -2.254  -19.852  0.057
H  5.747  -3.198  -21.276  0.107
H  7.093  -1.851  -18.334  0.141
H  4.104  -2.714  -21.757  0.140
H  5.855  -1.362  -17.073  0.146
H  4.584  0.105  -21.430  0.126
H  4.310  -2.025  -24.017  0.117

* ΔE to the lowest compared entry with this formula, charge and spin: 713.7 kcal/mol
* LUMO: -0.465 eV
* gap between HOMO and LUMO: 8.13 eV

Record 2
# C16H43BF9IN19O8S

A cluster of 8 separate species, C16H43BF9IN19O8S in total (the ωB97M-V functional and the def2-TZVPD basis, the OMol25 dataset).

Each line ends with the Löwdin charge.
Atoms and positions in Å:
I  0.153  -0.356  1.876  1.111
S  -0.675  -3.268  -3.156  0.767
F  -1.962  -3.452  -2.261  -0.114
F  0.620  -3.026  -4.052  -0.148
F  0.153  -1.297  -1.553  0.101
F  -0.148  -3.201  -0.560  0.105
F  -1.171  -1.824  -3.551  -0.114
F  2.409  -1.957  -2.573  0.088
F  -1.417  -3.871  -4.390  -0.082
F  2.156  -4.083  -2.151  0.120
F  -0.177  -4.718  -2.770  -0.116
O  2.338  3.669  1.516  0.162
O  -0.238  4.383  2.398  -0.009
O  3.875  6.079  -5.280  0.041
O  4.288  0.089  6.042  0.010
O  -6.522  1.921  -1.810  0.026
O  -9.223  -2.008  -0.428  0.007
O  -2.924  0.029  2.751  -0.076
O  4.906  -1.257  -6.672  0.048
N  4.437  0.033  -2.529  0.159
N  -4.972  -0.954  2.846  0.163
N  4.279  4.020  -4.419  0.144
N  3.363  -0.286  -0.420  0.077
N  3.447  1.637  7.467  0.157
N  -9.478  -4.187  -1.002  0.153
N  -11.281  -2.940  -0.269  0.158
N  -3.096  -2.151  2.192  0.167
N  3.831  5.814  -3.026  0.145
N  2.598  -0.513  7.430  0.154
N  2.703  0.532  0.459  0.010
N  3.240  1.720  -1.301  0.225
N  -7.427  0.149  -0.712  0.152
N  3.061  -0.483  -5.597  0.140
N  0.843  3.551  -0.448  0.212
N  -1.916  2.946  1.911  0.177
N  -1.407  3.449  4.102  0.175
N  3.349  -2.749  -5.953  0.164
N  -5.354  0.977  -0.114  0.144
C  -9.949  -2.985  -0.556  -0.667
C  3.858  -1.490  -6.113  -0.679
C  -3.628  -0.966  2.613  -0.677
C  4.530  -0.119  2.768  -0.061
C  2.529  -2.673  -0.304  -0.028
C  -1.148  3.639  2.784  -0.650
C  0.333  -2.616  -1.656  -0.444
C  2.214  0.229  1.811  -0.652
C  3.710  0.497  -1.466  -0.343
C  1.884  -2.847  -1.683  -0.431
C  3.096  -0.672  2.656  -0.277
C  3.987  5.358  -4.312  -0.686
C  2.608  1.737  -0.124  -0.092
C  -6.452  1.069  -0.943  -0.682
C  3.492  0.387  6.923  -0.671
C  3.698  -1.698  -0.277  -0.068
B  1.890  3.080  0.387  -0.629
H  -4.620  1.643  -0.257  0.089
H  4.722  0.204  3.783  0.051
H  3.937  5.234  -2.216  0.080
H  2.814  1.899  8.198  0.096
H  3.099  -1.691  2.288  0.082
H  2.160  -0.654  -5.190  0.086
H  -0.851  3.959  4.762  0.109
H  1.640  4.196  1.961  0.091
H  4.257  -1.829  0.644  0.114
H  4.698  0.744  2.120  0.080
H  0.462  4.427  -0.106  0.089
H  -8.506  -4.240  -1.238  0.102
H  -7.378  -0.565  -0.012  0.066
H  4.368  3.411  -3.627  0.067
H  2.480  -2.936  -5.490  0.067
H  -2.111  -2.098  2.027  0.015
H  3.369  0.459  -5.750  0.101
H  -5.561  -1.758  2.735  0.106
H  2.626  -1.446  7.066  0.102
H  -2.616  2.281  2.192  0.069
H  -3.608  -2.997  2.030  0.105
H  2.648  -0.670  3.648  0.098
H  -11.652  -2.066  0.053  0.107
H  3.974  -0.333  -3.345  0.068
H  2.203  1.208  2.287  0.088
H  -5.260  0.289  0.609  0.050
H  -5.380  -0.090  3.156  0.113
H  4.405  3.653  -5.343  0.097
H  4.105  2.312  7.125  0.107
H  -1.716  3.056  0.933  0.099
H  -2.137  2.846  4.433  0.103
H  1.947  -0.295  8.160  0.095
H  -10.056  -4.996  -1.123  0.096
H  1.786  -2.422  0.448  0.068
H  3.624  6.788  -2.910  0.102
H  -8.248  0.174  -1.286  0.095
H  4.399  -1.896  -1.084  0.138
H  2.938  -3.644  -0.026  0.151
H  -11.897  -3.723  -0.374  0.097
H  5.278  -0.865  2.500  0.078
H  1.052  3.639  -1.435  0.091
H  5.437  -0.040  -2.493  0.118
H  3.857  -3.517  -6.350  0.109

* net charge: +1
* LUMO: -3.017 eV
* gap between HOMO and LUMO: 8.05 eV

Record 3
# C16H43BN2O14S4

A cluster of 5 separate species, C16H43BN2O14S4 in total (the ωB97M-V functional and the def2-TZVPD basis, the OMol25 dataset).

Each line ends with the Löwdin charge.
Atoms and positions in Å:
S  -3.688  2.376  3.202  0.556
S  2.579  -0.489  2.792  0.574
S  4.881  -7.554  4.806  0.555
S  2.894  0.187  -2.229  0.561
O  3.775  -8.377  5.196  -0.279
O  2.546  0.456  4.061  -0.260
O  -4.192  1.084  2.856  -0.274
O  3.733  -0.188  1.995  -0.281
O  -2.336  2.704  2.856  -0.284
O  2.375  -1.840  3.224  -0.276
O  1.905  1.189  -1.491  -0.274
O  4.517  -6.807  3.461  -0.267
O  -3.158  3.071  -3.679  0.005
O  5.422  -6.631  5.754  -0.278
O  2.976  0.557  -3.610  -0.277
O  -3.456  1.429  -2.319  0.084
O  -4.649  3.505  2.641  -0.264
O  2.547  -1.160  -1.891  -0.276
N  -3.936  1.910  -3.255  0.042
N  -5.678  2.302  -6.333  0.001
C  -3.909  2.262  -8.059  -0.204
C  -0.331  0.217  -1.898  -0.058
C  4.855  0.399  4.941  -0.071
C  3.395  0.093  5.184  -0.240
C  3.254  -6.083  3.412  -0.234
C  3.291  -4.781  4.175  -0.077
C  -5.091  2.825  0.308  -0.073
C  0.596  1.397  -2.080  -0.237
C  -4.929  3.113  -7.299  -0.282
C  1.148  0.125  1.983  -0.108
C  6.180  -8.552  4.167  -0.125
C  -3.965  2.671  4.912  -0.121
C  -4.505  3.861  1.239  -0.237
C  4.354  0.643  -1.367  -0.113
C  -2.606  1.813  -5.879  -0.159
C  -2.541  2.138  -7.382  -0.224
B  -2.621  3.059  -4.942  -0.330
H  4.181  0.509  -0.300  0.047
H  4.598  1.673  -1.612  0.077
H  0.724  1.653  -3.133  0.113
H  -3.447  4.034  1.038  0.114
H  -4.421  3.914  -6.751  0.106
H  -5.026  4.812  1.157  0.122
H  -1.690  1.266  -5.607  0.114
H  3.101  -5.913  2.349  0.123
H  5.269  -0.226  4.151  0.072
H  2.997  0.687  6.004  0.122
H  0.222  2.277  -1.562  0.124
H  -3.596  3.661  5.163  0.075
H  6.597  -9.092  5.014  0.076
H  -4.541  1.887  0.361  0.068
H  1.098  -0.399  1.029  0.064
H  0.275  -0.087  2.593  0.080
H  4.987  1.442  4.656  0.085
H  -3.766  2.693  -9.053  0.106
H  2.365  -4.236  3.999  0.067
H  -5.036  3.201  -0.714  0.070
H  -3.438  1.136  -5.673  0.090
H  3.230  -0.960  5.415  0.113
H  -6.254  1.631  -6.833  0.071
H  1.270  1.193  1.823  0.083
H  6.929  -7.902  3.723  0.074
H  -5.587  3.607  -8.025  0.103
H  3.403  -4.951  5.245  0.075
H  -6.133  2.622  0.552  0.088
H  -3.412  1.903  5.449  0.078
H  -0.401  -0.064  -0.847  0.076
H  -6.311  2.880  -5.792  0.071
H  5.134  -0.033  -1.712  0.081
H  -2.086  4.090  -5.227  0.094
H  0.007  -0.654  -2.458  0.080
H  4.119  -4.159  3.836  0.085
H  5.412  0.212  5.860  0.083
H  2.466  -6.747  3.768  0.113
H  -1.324  0.494  -2.245  0.050
H  -1.974  1.356  -7.892  0.106
H  -5.030  2.580  5.110  0.076
H  5.767  -9.240  3.435  0.074
H  -1.980  3.064  -7.540  0.105
H  -4.332  1.263  -8.203  0.110

* structure (SMILES): CCOS(C)(=O)=O.CCOS(C)(=O)=O.CCOS(C)(=O)=O.CCOS(C)(=O)=O.NCCCCBON=O
* LUMO: -0.417 eV
* gap between HOMO and LUMO: 9.07 eV

Number 1: highest occupied orbital energy -8.5902 eV, molecular weight 514.526 g mol⁻¹. Number 2: highest occupied orbital energy -11.0622 eV, molecular weight 970.410 g mol⁻¹. Number 3: highest occupied orbital energy -9.4828 eV, molecular weight 626.600 g mol⁻¹.